*1*
The following is a quantum chemistry calculation of a cluster of 4 separate species, C3H12NO3 in total, from the OMol25 dataset.

The geometry in XYZ format:
```
19
C3H12NO3, DFT ωB97M-V/def2-TZVPD
O 1.617 0.809 2.430
O 0.064 -2.546 -0.458
O -2.197 -0.697 0.418
N 0.409 0.414 -0.240
C 0.305 1.439 -1.253
C -0.207 0.571 0.865
C 0.485 1.132 -2.522
H 0.346 -3.131 -1.170
H -0.780 1.402 1.252
H 0.277 1.936 -3.218
H 2.429 0.290 2.343
H -0.262 -0.257 1.549
H -0.373 -3.122 0.176
H 0.851 -0.472 -0.467
H -2.855 -0.213 0.936
H 0.877 0.214 -2.926
H 1.580 0.934 3.388
H -2.723 -1.123 -0.272
H 0.157 2.420 -0.830
```

Summary:
Multiplicity: 1
E_LUMO in eV: -3.45
Net charge: +1
HOMO energy in eV: -13.943



*2*
The following is a quantum chemistry calculation of a cluster of 3 separate species, C3H12NO3 in total, from the OMol25 dataset.

The geometry in XYZ format:
```
19
C3H12NO3, DFT ωB97M-V/def2-TZVPD
O -0.369 -0.300 -1.989
O 1.956 1.120 -2.021
O 0.936 -1.979 0.879
N 0.500 0.626 0.288
C -1.592 -0.050 1.473
C -1.004 0.490 0.143
C -1.217 -0.245 -1.157
H 1.777 1.604 -2.837
H 1.246 -2.634 0.299
H -2.665 0.058 1.502
H 0.918 1.224 -0.432
H 0.765 0.922 1.221
H 2.838 1.389 -1.757
H -1.083 0.502 2.249
H 1.380 -2.045 1.724
H -1.518 1.441 -0.038
H 0.810 -0.374 0.180
H -2.257 -0.625 -1.211
H -1.420 -1.125 1.483
```

Summary:
Multiplicity: 1
E_LUMO in eV: -3.18
Net charge: +1
HOMO energy in eV: -14.178



Ordering by calculated energy gives the sequence *2*, *1*, with the first entry being the most stable.



*1*
The following is a quantum chemistry calculation of the molecule C3H2N4O, from the OMol25 dataset.

The geometry in XYZ format:
```
10
C3H2N4O, DFT ωB97M-V/def2-TZVPD
O -1.305 -0.986 0.119
N 2.143 -0.941 -0.087
N 2.277 0.413 0.126
N 1.181 1.316 0.004
N 1.000 -1.639 -0.026
C -1.482 0.395 -0.034
C 0.012 0.704 -0.283
C 0.025 -0.692 -0.228
H -2.168 0.701 -0.791
H -1.683 0.729 1.201
```

Summary:
Multiplicity: 1
E_LUMO in eV: -1.21
HOMO energy in eV: -10.239



*2*
The following is a quantum chemistry calculation of a structure of composition C3H2N4O, from the OMol25 dataset.

The geometry in XYZ format:
```
10
C3H2N4O, DFT ωB97M-V/def2-TZVPD
O 0.360 1.964 -0.150
N -0.252 0.732 0.036
N -1.868 -0.754 -0.078
N -1.571 0.597 -0.224
N 2.948 -0.382 -0.305
C -0.705 -1.384 -0.069
C 1.770 -0.484 0.257
C 0.355 -0.374 0.058
H -0.377 2.542 0.626
H -0.661 -2.458 -0.151
```

Summary:
Multiplicity: 1
E_LUMO in eV: -0.73
HOMO energy in eV: -9.901



*3*
The following is a quantum chemistry calculation of the molecule C3H2N4O, from the OMol25 dataset.

The geometry in XYZ format:
```
10
C3H2N4O, DFT ωB97M-V/def2-TZVPD
O -2.397 -0.261 0.565
N -1.088 1.108 -0.835
N -0.028 1.575 -0.395
N 0.328 -1.450 -0.580
N -0.870 -1.189 -0.707
C 0.806 0.646 0.226
C 1.120 -0.544 0.119
C -1.464 -0.084 -0.087
H 1.755 1.159 0.748
H 1.839 -0.959 0.946
```

Summary:
Multiplicity: 1
E_LUMO in eV: -1.15
SMILES string: O=c1nnccnn1
HOMO energy in eV: -9.702



Ordering by calculated energy gives the sequence *3*, *2*, *1*, with the first entry being the most stable.



*1*
The following is a quantum chemistry calculation of the molecule C4H6OS3, from the OMol25 dataset.

The geometry in XYZ format:
```
14
C4H6OS3, DFT ωB97M-V/def2-TZVPD
S -1.647 -1.109 -0.145
S 1.047 -2.044 0.489
S 2.166 0.802 -0.652
O -0.922 2.429 0.851
C -2.535 0.421 -0.673
C -0.013 1.637 0.871
C 0.068 -0.847 0.052
C 0.445 0.631 -0.185
H -3.622 0.392 -0.504
H -0.153 0.897 -1.053
H 2.163 2.249 -0.530
H 0.748 1.654 1.784
H -2.616 0.504 -1.707
H -1.987 1.437 -0.272
```

Summary:
Multiplicity: 1
E_LUMO in eV: -0.57
SMILES string: CSC(=S)[C@H](S)C=O
HOMO energy in eV: -9.111



*2*
The following is a quantum chemistry calculation of the molecule C4H6OS3, from the OMol25 dataset.

The geometry in XYZ format:
```
14
C4H6OS3, DFT ωB97M-V/def2-TZVPD
S 0.051 0.482 -1.361
S -1.344 2.385 1.039
S 1.391 -0.624 1.030
O -1.143 -1.671 1.302
C 0.251 0.247 0.191
C 1.689 0.085 -2.349
C -1.537 -0.363 1.651
C -0.907 0.768 0.905
H -2.621 -0.118 1.270
H 2.097 -1.139 -2.486
H 2.403 0.924 -1.972
H -0.149 -1.639 1.195
H 1.355 0.791 -3.354
H -1.536 -0.127 2.938
```

Summary:
Multiplicity: 1
E_LUMO in eV: -1.62
SMILES string: CSC(=S)C(=S)CO
HOMO energy in eV: -8.951



*3*
The following is a quantum chemistry calculation of a cluster of 2 separate species, C4H6OS3 in total, from the OMol25 dataset.

The geometry in XYZ format:
```
14
C4H6OS3, DFT ωB97M-V/def2-TZVPD
S -1.306 1.690 -0.707
S 1.019 -0.888 -1.640
S 2.916 1.413 -0.525
O 0.922 -1.001 1.341
C 0.634 0.173 0.702
C 1.644 0.286 -0.442
C -0.780 -0.933 -0.887
C -0.771 0.113 0.067
H -1.499 -0.688 -1.671
H 0.826 1.048 1.233
H -2.918 1.493 0.708
H -0.971 -1.906 -0.375
H -1.640 -0.044 0.739
H 1.923 -0.757 1.457
```

Summary:
Multiplicity: 1
E_LUMO in eV: -2.10
HOMO energy in eV: -9.012



Ordering by calculated energy gives the sequence *1*, *2*, *3*, with the first entry being the most stable.



*1*
The following is a quantum chemistry calculation of a cluster of 2 separate species, C3H10N3 in total, from the OMol25 dataset.

The geometry in XYZ format:
```
16
C3H10N3, DFT ωB97M-V/def2-TZVPD
N 1.529 -0.822 0.989
N 0.090 -0.410 -1.799
N -0.264 0.648 0.688
C -1.705 0.862 0.979
C 0.394 -0.374 1.358
C 1.274 -0.314 -2.219
H -1.924 1.843 1.440
H 0.267 1.513 0.625
H -0.145 -0.783 2.281
H 1.891 -1.427 1.700
H 2.037 0.157 -1.543
H -0.077 -0.135 -0.773
H -0.621 -0.802 -2.412
H -1.993 0.126 1.743
H -2.299 0.747 0.062
H 1.547 -0.828 -3.117
```

Summary:
Multiplicity: 1
E_LUMO in eV: -4.60
Net charge: +1
HOMO energy in eV: -13.905



*2*
The following is a quantum chemistry calculation of the ion C3H10N3 with charge +1, from the OMol25 dataset.

The geometry in XYZ format:
```
16
C3H10N3, DFT ωB97M-V/def2-TZVPD
N -0.526 0.155 0.434
N -0.933 2.229 -0.262
N 0.686 1.173 -1.432
C -0.136 1.193 -0.362
C 0.550 -0.857 0.743
C 0.032 -2.242 0.507
H 0.599 1.893 -2.182
H 0.955 -2.877 0.417
H -1.056 0.432 1.253
H -0.360 -2.641 -0.425
H 1.564 -0.731 0.412
H 1.467 0.608 -1.167
H -0.960 2.808 -1.026
H -1.840 2.169 0.051
H 0.607 -0.845 1.823
H -0.649 -2.467 1.216
```

Summary:
Multiplicity: 1
E_LUMO in eV: -3.51
Net charge: +1
SMILES string: CCNC(N)=[NH2+]
HOMO energy in eV: -15.123



Ordering by calculated energy gives the sequence *2*, *1*, with the first entry being the most stable.



*1*
The following is a quantum chemistry calculation of a structure of composition C3H10N3, from the OMol25 dataset.

The geometry in XYZ format:
```
16
C3H10N3, DFT ωB97M-V/def2-TZVPD
N 0.820 1.524 -0.350
N 2.183 -0.954 0.215
N -1.219 0.588 -0.013
C -1.971 -0.644 -0.147
C 0.211 0.490 0.438
C 1.134 -0.289 -0.402
H 1.579 2.094 -0.067
H 2.991 -1.249 -0.274
H -1.677 1.141 0.800
H 2.417 -0.622 1.107
H -1.014 1.215 -0.949
H -2.541 -1.122 0.784
H 0.369 0.249 1.478
H -1.411 -1.548 -0.400
H 0.999 -0.299 -1.409
H -2.869 -0.575 -0.810
```

Summary:
Multiplicity: 1
E_LUMO in eV: -3.16
Net charge: +1
HOMO energy in eV: -13.223



*2*
The following is a quantum chemistry calculation of a cluster of 3 separate species, C3H10N3 in total, from the OMol25 dataset.

The geometry in XYZ format:
```
16
C3H10N3, DFT ωB97M-V/def2-TZVPD
N 3.393 0.851 -0.049
N 1.480 -1.008 0.133
N -0.446 0.307 0.052
C -4.323 -0.121 0.363
C 0.216 -0.824 0.090
C -3.118 0.033 -0.121
H 2.161 -0.042 0.145
H -1.559 0.285 -0.147
H -4.939 0.748 0.085
H -4.945 -0.817 0.794
H 4.150 1.047 0.456
H -0.042 1.142 -0.420
H 2.914 1.714 -0.331
H 1.838 -2.004 -0.087
H 3.685 0.361 -0.859
H -0.465 -1.670 -0.104
```

Summary:
Multiplicity: 1
E_LUMO in eV: -4.52
Net charge: +1
HOMO energy in eV: -14.186



*3*
The following is a quantum chemistry calculation of a cluster of 2 separate species, C3H10N3 in total, from the OMol25 dataset.

The geometry in XYZ format:
```
16
C3H10N3, DFT ωB97M-V/def2-TZVPD
N 1.314 0.031 0.358
N -1.620 -0.334 0.071
N -0.813 -1.329 -0.249
C -2.812 0.065 -0.016
C 2.527 -0.090 -0.494
C -1.856 0.987 0.758
H 2.903 -1.043 -0.633
H -1.974 1.119 1.779
H -3.631 0.098 -0.587
H 0.860 0.964 0.324
H 2.290 0.283 -1.575
H 0.298 -1.128 0.050
H -1.385 1.782 0.184
H 3.467 0.404 -0.241
H 1.664 -0.056 1.346
H -1.231 -1.754 -1.075
```

Summary:
Multiplicity: 1
E_LUMO in eV: -3.98
Net charge: +1
HOMO energy in eV: -14.025



Ordering by calculated energy gives the sequence *1*, *2*, *3*, with the first entry being the most stable.



*1*
The following is a quantum chemistry calculation of a cluster of 2 separate species, C4H14N2 in total, from the OMol25 dataset.

The geometry in XYZ format:
```
20
C4H14N2, DFT ωB97M-V/def2-TZVPD
N -2.185 0.924 0.336
N 1.994 0.262 -0.733
C 1.985 -2.182 -0.748
C -1.941 2.262 0.867
C 2.518 -0.926 -1.419
C -2.132 -0.083 1.391
H 2.267 -2.189 0.318
H 0.973 0.291 -0.828
H 0.886 -2.218 -0.822
H -2.397 -1.068 0.971
H 2.346 1.116 -1.179
H -2.614 2.529 1.698
H -1.098 -0.132 1.774
H -3.118 0.903 -0.096
H 3.621 -0.898 -1.328
H 2.270 -0.953 -2.497
H -2.809 0.134 2.234
H -0.900 2.308 1.228
H 2.400 -3.085 -1.227
H -2.066 3.004 0.060
```

Summary:
Multiplicity: 1
E_LUMO in eV: 1.13
SMILES string: CCN.CNC
HOMO energy in eV: -8.950



*2*
The following is a quantum chemistry calculation of a cluster of 2 separate species, C4H14N2 in total, from the OMol25 dataset.

The geometry in XYZ format:
```
20
C4H14N2, DFT ωB97M-V/def2-TZVPD
N 2.772 2.112 -1.943
N -1.631 -2.567 0.714
C 1.945 1.440 -0.914
C -2.005 -1.436 -0.049
C 1.014 2.445 -0.243
C -1.439 -2.353 2.125
H -0.778 -1.490 2.297
H 1.329 0.687 -1.411
H -2.170 -1.698 -1.101
H -1.523 -3.482 0.333
H -2.374 -2.209 2.674
H 3.043 1.468 -2.673
H 1.255 2.692 0.790
H 2.492 0.902 -0.134
H -2.968 -1.056 0.319
H -0.021 2.113 -0.245
H 2.168 2.822 -2.338
H -1.244 -0.649 -0.045
H 1.007 3.428 -0.730
H -0.872 -3.171 2.572
```

Summary:
Multiplicity: 1
E_LUMO in eV: 1.02
SMILES string: CCN.CNC
HOMO energy in eV: -8.184



*3*
The following is a quantum chemistry calculation of a cluster of 2 separate species, C4H14N2 in total, from the OMol25 dataset.

The geometry in XYZ format:
```
20
C4H14N2, DFT ωB97M-V/def2-TZVPD
N -1.107 0.698 -4.692
N 2.302 0.453 0.914
C 1.460 -0.526 0.210
C -2.089 2.048 -2.827
C -2.238 1.544 -4.182
C 0.000 0.000 0.000
H -0.509 0.398 0.894
H -1.361 2.874 -2.758
H -0.620 -0.806 -0.427
H -3.037 2.375 -2.367
H 1.686 0.814 1.651
H 1.288 -1.427 0.829
H 2.437 1.225 0.252
H -1.699 1.188 -2.256
H -3.197 0.995 -4.117
H -1.452 -0.117 -5.211
H 0.088 0.809 -0.745
H -0.484 1.201 -5.333
H 1.774 -0.863 -0.796
H -2.382 2.392 -4.878
```

Summary:
Multiplicity: 1
E_LUMO in eV: 1.04
SMILES string: CCN.CCN
HOMO energy in eV: -9.251



Ordering by calculated energy gives the sequence *1*, *3*, *2*, with the first entry being the most stable.